123
Properties=species:S:1:pos:R:3:mulliken_charge:R:1 method="wB97M-V/def2-TZVPD" spin_multiplicity=5 total_energy_ev=-109852.5831 charge=+3 gap_ev="5.33 / 5.09"
Os 0.211 0.139 -0.295 1.44
C 2.292 -3.620 -5.107 -0.82
C 1.664 -2.434 -5.459 -0.91
C 0.777 -1.831 -4.581 -0.56
C 0.503 -2.422 -3.345 0.74
C 1.126 -3.621 -3.002 -0.64
C 2.011 -4.217 -3.885 -0.90
P -0.562 -1.556 -2.154 1.94
C -1.830 -0.727 -3.196 0.19
C -1.716 0.646 -3.351 -0.02
C -2.613 1.355 -4.161 -0.78
C -3.651 0.685 -4.813 -0.64
C -3.788 -0.677 -4.651 -1.14
C -2.879 -1.389 -3.854 -0.50
C -1.354 -2.903 -1.212 0.06
C -1.894 -3.996 -1.898 -0.20
C -2.485 -5.043 -1.212 -1.25
C -2.539 -5.016 0.174 -0.83
C -1.988 -3.947 0.864 -0.35
C -1.380 -2.885 0.190 1.02
Si -0.709 -1.482 1.301 -0.39
C 0.630 -1.942 2.556 1.42
C 0.403 -2.728 3.688 -0.80
C 1.443 -3.056 4.545 -1.01
C 2.731 -2.608 4.284 -1.10
C 2.979 -1.838 3.161 -0.64
C 1.931 -1.496 2.308 0.78
P 2.294 -0.712 0.707 1.34
C 3.241 -2.099 -0.024 0.89
C 4.571 -2.021 -0.431 -0.84
C 5.260 -3.177 -0.770 -0.79
C 4.639 -4.414 -0.702 -0.83
C 3.310 -4.495 -0.307 -0.87
C 2.614 -3.347 0.020 -0.31
C 3.503 0.613 0.998 1.17
C 4.226 1.111 -0.089 -1.05
C 5.182 2.097 0.100 -1.03
C 5.414 2.600 1.373 -0.88
C 4.675 2.131 2.450 -0.99
C 3.715 1.146 2.268 -0.89
C -2.288 -0.793 2.097 1.14
C -2.925 -1.360 3.200 -0.48
C -4.207 -0.969 3.560 -0.98
C -4.890 -0.029 2.799 -1.03
C -4.268 0.561 1.712 -0.47
C -2.959 0.204 1.381 0.06
P -2.089 1.018 0.009 2.06
C -3.326 0.880 -1.347 0.24
C -3.946 -0.353 -1.520 -0.28
C -4.957 -0.514 -2.488 -1.33
C -5.336 0.548 -3.300 -0.58
C -4.697 1.763 -3.161 -0.49
C -3.682 1.934 -2.188 -0.59
C -2.046 2.800 0.379 0.77
C -2.696 3.378 1.466 -1.26
C -2.736 4.761 1.590 -0.85
C -2.113 5.568 0.650 -1.05
C -1.422 4.995 -0.409 -1.03
C -1.388 3.617 -0.545 -0.30
H 2.996 -4.081 -5.786 0.44
H 1.859 -1.984 -6.424 0.50
H 0.278 -0.912 -4.872 0.40
H 0.904 -4.100 -2.060 0.46
H 2.480 -5.156 -3.623 0.51
H -0.931 1.184 -2.834 0.22
H -2.493 2.423 -4.302 0.81
H -4.343 1.229 -5.441 0.71
H -4.590 -1.202 -5.153 0.55
H -3.003 -2.458 -3.755 0.38
H -1.811 -4.048 -2.977 0.54
H -2.893 -5.883 -1.758 0.49
H -2.996 -5.832 0.718 0.47
H -2.033 -3.943 1.948 0.32
H -0.587 -3.111 3.902 0.26
H 1.251 -3.675 5.411 0.50
H 3.546 -2.879 4.942 0.50
H 3.988 -1.514 2.934 0.61
H 5.099 -1.081 -0.454 0.50
H 6.298 -3.105 -1.067 0.51
H 5.192 -5.312 -0.943 0.45
H 2.821 -5.459 -0.241 0.53
H 1.583 -3.418 0.353 0.43
H 4.051 0.719 -1.083 0.70
H 5.749 2.462 -0.746 0.51
H 6.176 3.353 1.527 0.48
H 4.851 2.527 3.442 0.51
H 3.134 0.797 3.112 0.61
H -2.427 -2.123 3.784 0.27
H -4.683 -1.417 4.422 0.52
H -5.904 0.247 3.059 0.48
H -4.799 1.296 1.118 0.62
H -3.664 -1.188 -0.888 0.52
H -5.458 -1.469 -2.588 0.58
H -6.118 0.427 -4.036 0.59
H -4.980 2.601 -3.784 0.62
H -3.207 2.900 -2.087 0.59
H -3.166 2.756 2.213 0.57
H -3.270 5.205 2.420 0.50
H -2.175 6.645 0.737 0.45
H -0.924 5.623 -1.137 0.55
H -0.866 3.166 -1.384 0.54
N 1.688 3.528 0.170 1.45
C 1.871 2.953 -1.060 0.00
C 2.549 3.752 -2.004 -1.49
C 2.834 3.264 -3.251 -1.12
C 2.451 1.956 -3.562 -1.21
C 1.778 1.244 -2.609 0.05
N 1.450 1.720 -1.380 0.97
C 1.235 3.110 1.417 -0.48
C 1.429 4.011 2.473 -1.43
C 0.991 3.677 3.733 -1.12
C 0.360 2.449 3.916 -1.43
C 0.214 1.629 2.823 -0.81
N 0.645 1.936 1.588 2.00
H 2.064 4.461 0.209 0.32
H 2.857 4.751 -1.724 0.63
H 3.347 3.879 -3.978 0.53
H 2.672 1.516 -4.524 0.65
H 1.485 0.221 -2.814 -0.17
H 1.929 4.955 2.294 0.63
H 1.145 4.355 4.561 0.53
H -0.006 2.142 4.885 0.62
H -0.263 0.663 2.924 0.02